{
  "formula": "C24H23F4NO17P2",
  "method": "wB97M-V/def2-TZVPD",
  "symbols": ["P", "P", "F", "F", "F", "F", "O", "O", "O", "O", "O", "O", "O", "O", "O", "O", "O", "O", "O", "O", "O", "O", "O", "N", "C", "C", "C", "C", "C", "C", "C", "C", "C", "C", "C", "C", "C", "C", "C", "C", "C", "C", "C", "C", "C", "C", "C", "C", "H", "H", "H", "H", "H", "H", "H", "H", "H", "H", "H", "H", "H", "H", "H", "H", "H", "H", "H", "H", "H", "H", "H"],
  "positions_angstrom": [[0.5102, -0.0231, -4.3254], [-0.4095, -0.5138, -6.2436], [-6.1888, 1.8573, -3.6528], [-5.1566, 0.0179, -2.5829], [-5.6567, -0.1398, -4.7829], [-1.0698, 2.8243, -3.6702], [1.4494, 2.7269, 5.1815], [5.5447, 2.2987, 7.4443], [1.6432, -0.4786, -1.0498], [1.6457, -1.1966, -3.7944], [-0.4434, 2.1459, -6.8525], [-0.1360, 3.5329, 0.6471], [1.3576, 1.4316, -4.5090], [-1.7444, -6.7436, 0.4971], [1.0814, -4.7769, 4.8733], [5.7920, -0.3389, 6.8317], [1.2133, -1.5258, 1.4215], [-0.3045, -7.1171, 4.9589], [-1.8742, 0.4338, -6.3639], [-0.4846, 2.5083, 3.1438], [-0.2870, -4.4492, 0.3846], [1.6528, 0.0465, 4.6368], [-0.5805, 0.0255, -3.2203], [-2.4164, 2.8500, -5.7301], [-1.0710, -6.9943, 2.7337], [-0.7349, 4.7430, -5.1575], [0.0271, 1.7356, 2.1441], [0.9115, -0.3554, 1.2703], [-0.3277, -6.5106, 3.9017], [1.1072, 0.2883, -0.0588], [3.7309, -0.2152, 5.7129], [2.5658, 0.5569, 5.2708], [-3.7588, 2.3161, -5.3583], [4.6458, 1.8083, 6.7838], [3.4936, 2.5877, 6.3226], [-3.7762, 1.3652, -4.0714], [-1.0578, -6.3091, 1.5883], [0.1970, 2.3715, 0.8082], [0.7709, 1.5611, -0.2713], [4.7049, 0.3649, 6.4176], [0.4328, -4.5420, 2.6267], [-0.2908, -5.0381, 1.4519], [-1.5410, 1.8400, -6.3090], [0.3605, 0.4621, 2.3563], [0.4169, -5.2253, 3.7731], [-1.7719, 3.6195, -4.6422], [-5.2624, 0.7972, -3.7802], [2.5195, 2.0103, 5.6145], [-0.6730, 4.7735, -6.3069], [0.2396, -0.0102, 3.3161], [-4.4586, 3.2142, -5.1775], [-3.1214, 0.4262, -4.1691], [6.3454, 0.3018, 7.3197], [1.8688, -0.8714, -2.8786], [0.9164, -5.4454, 5.5663], [3.7619, -1.2625, 5.4431], [-1.6216, -7.9188, 2.8451], [0.3149, 4.4108, -4.8106], [-2.6113, 4.1663, -4.0752], [-4.1777, 1.7332, -6.2422], [-0.9363, 5.7775, -4.7297], [0.9051, 2.0394, -1.2317], [-1.5744, -6.0783, -0.1981], [0.9709, -3.6093, 2.5197], [-0.8922, -1.8656, -6.1505], [3.4719, 3.6380, 6.5804], [1.7955, -1.3570, -0.6460], [1.2612, 1.9553, -3.6835], [-3.4560, 1.8704, -3.0978], [0.8851, 2.0941, 4.6966], [-0.6443, 3.3842, 2.7404]],
  "e_tot_ev": -91004.496,
  "smiles": "C[C@H](F)N(CCC(F)(F)F)C(=O)OPP(=O)(O)O.O=C1C=C(O)C(=O)C=C1O.O=C1C=C(O)C(=O)C=C1O.O=C1C=C(O)C(=O)C=C1O",
  "orbital_gap_ha": 0.2695
}